Entry 1:
Density functional theory data (ωB97M-V/def2-TZVPD) for C32H23Br2N9O4S2Sc as an isolated structure at a distorted geometry.

XYZ file:
```
73
C32H23Br2N9O4S2Sc | the OMol25 dataset | ωB97M-V/def2-TZVPD
Sc 0.4304 1.0329 -0.3406
O 4.7586 5.1527 0.9241
C 4.6432 4.3863 2.0010
O 5.3361 4.5146 2.9736
C 3.5957 3.3180 1.9821
C 3.3150 2.5521 3.0875
N 2.3614 1.6724 2.7270
N 1.9976 1.8108 1.4470
C 2.7399 2.8067 0.9887
C 2.4610 3.2273 -0.4079
O 2.9454 4.2376 -0.8688
O 1.6268 2.4270 -1.0163
H 4.1343 4.8695 0.2130
H 3.7382 2.5882 4.0787
H 1.9043 0.9952 3.3137
Br 4.6131 -0.5762 -5.4321
C 3.3024 -0.4003 -4.1133
C 2.1739 0.3594 -4.3443
C 1.2502 0.4785 -3.3235
N 1.3971 -0.1225 -2.1354
C 2.4955 -0.8625 -1.9289
C 3.4729 -1.0265 -2.8877
C 2.5992 -1.4837 -0.5831
C 3.3554 -2.6224 -0.3520
C 3.3637 -3.1512 0.9242
Br 4.3518 -4.6955 1.2833
C 2.6224 -2.5489 1.9291
C 1.8943 -1.4267 1.5921
N 1.8801 -0.8975 0.3720
H 2.0157 0.8689 -5.2833
H 0.3438 1.0542 -3.4480
H 4.3627 -1.6042 -2.6858
H 3.8958 -3.1073 -1.1515
H 2.6015 -2.9461 2.9338
H 1.2544 -0.9523 2.3296
N -2.4253 -1.6395 1.9383
C -2.1454 -3.0131 1.7086
C -2.5955 -3.9709 2.5993
C -2.3125 -5.3113 2.3711
C -1.5561 -5.6852 1.2713
C -1.0826 -4.7155 0.3970
C -1.3952 -3.3813 0.6048
S -0.8788 -2.1675 -0.5542
N -0.9030 -0.7407 0.3996
C -1.6713 -0.6369 1.4202
C -1.7530 0.7038 2.0785
C -2.7863 1.0656 2.9175
C -2.8155 2.3611 3.4190
C -1.8083 3.2372 3.0710
C -0.8100 2.7894 2.2210
N -0.7821 1.5541 1.7332
H -2.9332 -1.4390 2.7830
H -3.1788 -3.6738 3.4648
H -2.6813 -6.0591 3.0602
H -1.3318 -6.7277 1.0915
H -0.4841 -4.9995 -0.4611
H -3.5968 0.3876 3.1493
H -3.6243 2.6763 4.0648
H -1.7943 4.2563 3.4294
H -0.0111 3.4499 1.9056
C -5.9487 1.3446 -3.5857
C -4.4818 1.0604 -3.4558
C -3.8046 0.2406 -4.3504
C -2.4710 0.0108 -4.0915
N -1.8264 0.5628 -3.0654
C -2.5518 1.3638 -2.2750
S -1.7850 2.1564 -0.9016
N -3.8561 1.6116 -2.4161
H -6.3212 1.1020 -4.5794
H -6.1463 2.3919 -3.3646
H -6.4993 0.7458 -2.8573
H -4.2987 -0.1968 -5.2064
H -1.8862 -0.6427 -4.7327
```

Computed properties:
LUMO energy = -3.450 eV
HOMO-LUMO gap = 6.82 eV
Charge = +1
Energy above the lowest of the compared OMol25 structures with the same formula, charge and spin = 24.22 kcal/mol

Löwdin charges in e: Sc 0.865; O 0.146; C -0.489; O 0.124; C -0.029; C 0.030; N 0.043; N 0.027; C -0.134; C -0.498; O 0.126; O -0.136; H 0.073; H 0.150; H 0.153; Br 0.845; C -0.665; C -0.060; C -0.089; N 0.038; C -0.198; C -0.039; C -0.208; C -0.035; C -0.671; Br 0.841; C -0.072; C -0.129; N 0.038; H 0.120; H 0.098; H 0.114; H 0.116; H 0.115; H 0.108; N 0.145; C -0.234; C -0.013; C -0.065; C -0.069; C -0.089; C -0.456; S 1.033; N -0.311; C -0.347; C -0.225; C 0.017; C -0.014; C -0.010; C -0.127; N -0.023; H 0.129; H 0.120; H 0.113; H 0.112; H 0.112; H 0.120; H 0.125; H 0.123; H 0.124; C -0.026; C -0.323; C -0.018; C -0.127; N 0.025; C -0.774; S 0.669; N 0.093; H 0.078; H 0.084; H 0.088; H 0.111; H 0.113


Entry 2:
Density functional theory data (ωB97M-V/def2-TZVPD) for C32H23ClN4O4ReS2 as an isolated structure at a distorted geometry.

XYZ file:
```
67
C32H23ClN4O4ReS2 | the OMol25 dataset | ωB97M-V/def2-TZVPD
Re -0.0680 0.3917 0.1322
O 0.2332 0.2269 -1.8616
C 0.0529 1.2026 -2.7205
C 0.8850 1.2547 -3.8553
C 0.7651 2.2677 -4.7778
C -0.2109 3.2614 -4.6351
C -1.0611 3.2049 -3.5552
C -0.9390 2.2019 -2.5811
C -1.9308 2.1079 -1.5414
N -1.8018 1.3584 -0.5071
N -2.9589 1.1007 0.2356
C -2.7932 -0.0640 0.7876
O -1.7057 -0.7695 0.6420
C -3.8496 -0.6160 1.6681
C -3.7665 -1.9406 2.0847
C -4.7157 -2.4538 2.9565
C -5.7422 -1.6445 3.4218
C -5.8268 -0.3215 3.0052
C -4.8854 0.1930 2.1286
H 1.6416 0.4868 -3.9502
H 1.4399 2.2974 -5.6251
H -0.3039 4.0503 -5.3688
H -1.8487 3.9419 -3.4423
H -2.8813 2.6231 -1.6637
H -2.9562 -2.5559 1.7176
H -4.6538 -3.4874 3.2721
H -6.4784 -2.0436 4.1081
H -6.6297 0.3094 3.3642
H -4.9395 1.2195 1.7918
Cl 6.0027 2.3871 -3.2270
C 4.5447 2.2606 -2.2861
C 3.6373 3.3280 -2.2768
C 2.4809 3.2436 -1.5453
C 2.1625 2.0783 -0.8207
O 1.0288 2.0374 -0.1645
C 3.1037 1.0205 -0.8102
C 2.9488 -0.0817 0.0947
N 1.8395 -0.3434 0.6994
C 1.7806 -1.1592 1.8557
C 2.5955 -2.2046 2.1822
C 2.4063 -2.8814 3.4062
C 1.4271 -2.5026 4.2813
C 0.5712 -1.4200 3.9663
C -0.4783 -0.9667 4.8006
C -1.2424 0.0912 4.4069
C -0.9896 0.6957 3.1591
N -0.0479 0.2833 2.3438
C 0.7514 -0.7564 2.7441
C 4.2984 1.1378 -1.5449
H 3.8577 4.2166 -2.8533
H 1.7625 4.0526 -1.5390
H 3.8443 -0.6447 0.3569
H 3.3599 -2.5425 1.4947
H 3.0478 -3.7195 3.6433
H 1.2846 -3.0315 5.2151
H -0.6648 -1.4703 5.7413
H -2.0575 0.4596 5.0133
H -1.5965 1.5222 2.8102
H 5.0219 0.3320 -1.5206
C 1.7255 -2.6611 -4.1546
O 1.1123 -2.1830 -2.9512
C 1.0179 -3.0175 -1.9392
S 1.5576 -4.5760 -1.9341
S 0.2217 -2.4932 -0.5169
H 1.7284 -1.8094 -4.8277
H 1.1449 -3.4800 -4.5758
H 2.7399 -3.0055 -3.9578
```

Computed properties:
LUMO energy (alpha / beta) = -1.338 / -1.009 eV
⟨S²⟩ = 1.09
2S+1 = 2
HOMO-LUMO gap (alpha / beta) = 5.80 / 6.21 eV
Charge = 0
Energy above the lowest of the compared OMol25 structures with the same formula, charge and spin = 36.10 kcal/mol

Löwdin charges in e: Re 1.578; O -0.247; C -0.330; C -0.006; C -0.073; C -0.095; C -0.045; C -0.147; C -0.033; N -0.137; N 0.096; C -0.460; O -0.286; C -0.156; C -0.018; C -0.077; C -0.090; C -0.083; C -0.033; H 0.111; H 0.106; H 0.098; H 0.112; H 0.137; H 0.117; H 0.103; H 0.101; H 0.101; H 0.107; Cl 0.653; C -0.669; C -0.085; C 0.005; C -0.333; O -0.196; C -0.130; C -0.025; N -0.092; C -0.245; C -0.003; C -0.049; C -0.020; C -0.138; C 0.013; C -0.022; C -0.090; N -0.008; C -0.147; C -0.058; H 0.110; H 0.128; H 0.142; H 0.121; H 0.112; H 0.117; H 0.124; H 0.114; H 0.126; H 0.117; C -0.098; O -0.215; C -1.334; S 0.615; S 0.765; H 0.082; H 0.083; H 0.076


Entry 3:
Density functional theory data (ωB97M-V/def2-TZVPD) for C32H23F6N5O8S3Sr as an isolated structure at a distorted geometry.

XYZ file:
```
78
C32H23F6N5O8S3Sr | the OMol25 dataset | ωB97M-V/def2-TZVPD
Sr 1.6003 0.2833 -0.4087
O -1.5349 3.5362 -1.0736
C -0.8200 2.4250 -0.9950
O 0.4026 2.4062 -1.0228
C -1.5990 1.1594 -0.8092
C -2.9776 1.1486 -0.6987
C -3.5924 -0.1196 -0.6446
C -2.8882 -1.2782 -0.7624
C -1.3947 -1.2360 -0.9928
N -0.8124 0.0982 -0.8285
C -0.6167 -1.9468 0.1247
O -1.2791 -2.0770 1.2703
O 0.5584 -2.2476 0.0374
H -1.3544 4.0084 -1.9706
H -3.5417 2.0657 -0.7321
H -4.6722 -0.1828 -0.5445
H -3.4042 -2.2297 -0.8108
H -2.1871 -1.7478 1.0838
C -1.2321 6.8315 -2.6203
C -1.7041 5.8714 -3.6750
C -2.3978 6.3033 -4.8002
C -2.8310 5.2943 -5.6600
N -2.5997 4.0154 -5.4740
C -1.8819 3.6437 -4.3726
S -1.4476 2.0416 -4.1167
N -1.4459 4.5915 -3.4679
H -1.2607 7.8613 -2.9764
H -0.2179 6.5780 -2.3135
H -1.8690 6.7478 -1.7368
H -2.6082 7.3477 -4.9863
H -3.4009 5.5542 -6.5515
F 3.9715 2.7472 2.3904
C 2.7238 2.6955 1.9328
F 2.0082 3.6024 2.6022
F 2.6694 2.9514 0.6407
S 1.9376 1.0819 2.4846
O 0.6261 1.1680 1.8930
O 2.0998 1.1142 3.9051
N 2.6428 -0.3000 1.8644
S 4.0497 -0.3855 1.0972
O 4.3281 0.8464 0.4256
O 4.0737 -1.5656 0.2920
C 5.3145 -0.5916 2.4347
F 6.5276 -0.7596 1.9031
F 5.3418 0.4909 3.2108
F 5.0333 -1.6469 3.1918
C 3.3561 -3.5600 -5.1236
C 2.9235 -3.6538 -3.7884
C 2.5364 -2.5271 -3.1076
C 2.5470 -1.2393 -3.7015
C 2.1147 -0.0896 -2.9502
C 2.2524 1.1115 -3.6298
C 2.7120 1.2211 -4.9617
C 3.0819 0.1117 -5.6687
C 3.0128 -1.1577 -5.0508
C 3.4024 -2.3345 -5.7346
H 3.6583 -4.4515 -5.6623
H 2.8982 -4.6194 -3.2944
H 2.2192 -2.6110 -2.0728
H 1.9293 2.0382 -3.1566
H 2.7481 2.1996 -5.4315
H 3.4229 0.1824 -6.6973
H 3.7449 -2.2456 -6.7618
C -0.9488 -1.7670 -2.3925
C -1.6546 -3.0087 -2.8186
C -1.0983 -4.2616 -2.5515
C -1.7556 -5.4257 -2.8991
C -3.0004 -5.3616 -3.5342
C -3.5621 -4.1108 -3.8183
C -2.8932 -2.9565 -3.4628
C -3.6813 -6.5474 -3.8939
N -4.2377 -7.5128 -4.1877
H -1.1115 -0.9525 -3.1000
H 0.1204 -1.9481 -2.3611
H -0.1323 -4.3070 -2.0625
H -1.3130 -6.3908 -2.6885
H -4.5208 -4.0604 -4.3184
H -3.3220 -1.9880 -3.6887
```

Computed properties:
LUMO energy = 4.027 eV
HOMO-LUMO gap = 5.89 eV
Charge = -2
Energy above the lowest of the compared OMol25 structures with the same formula, charge and spin = 34.12 kcal/mol

Löwdin charges in e: Sr 1.455; O 0.042; C -0.516; O -0.058; C -0.283; C -0.065; C -0.104; C -0.087; C -0.368; N -0.012; C -0.478; O 0.130; O 0.022; H 0.062; H 0.091; H 0.097; H 0.103; H 0.100; C -0.040; C -0.358; C -0.071; C -0.193; N 0.023; C -0.875; S 0.598; N 0.037; H 0.063; H 0.081; H 0.080; H 0.079; H 0.090; F 0.133; C -0.683; F 0.140; F 0.151; S 0.616; O -0.332; O -0.268; N -0.375; S 0.510; O -0.303; O -0.251; C -0.671; F 0.137; F 0.136; F 0.146; C -0.127; C -0.114; C -0.070; C -0.219; C -0.166; C -0.180; C -0.109; C -0.080; C -0.191; C -0.071; H 0.082; H 0.087; H 0.087; H 0.063; H 0.090; H 0.091; H 0.094; C -0.051; C -0.185; C -0.003; C -0.028; C -0.257; C -0.028; C -0.019; C -0.216; N 0.123; H 0.122; H 0.078; H 0.118; H 0.112; H 0.112; H 0.126


Entry 4:
Density functional theory data (ωB97M-V/def2-TZVPD) for C32H23FMnN6O8S2 as an isolated structure.

XYZ file:
```
73
C32H23FMnN6O8S2 | the OMol25 dataset | ωB97M-V/def2-TZVPD
Mn -0.4006 -0.0362 -0.2985
C -2.6757 2.4853 2.3586
C -2.1597 1.9745 1.1727
N -1.0232 1.2845 1.1818
C -0.3881 1.1253 2.3572
C -0.9451 1.6123 3.5284
N -2.0884 2.2830 3.5285
C 0.9097 0.4655 2.2125
C 1.8676 0.3027 3.1878
C 3.1122 -0.2551 2.8665
C 3.3332 -0.5610 1.5193
C 2.3328 -0.3667 0.5913
N 1.1316 0.1038 0.9428
C 2.4361 -0.5060 -0.8605
C 3.5204 -0.9790 -1.5821
N 3.5270 -0.9731 -2.9074
C 2.4566 -0.4920 -3.5208
C 1.3381 -0.0482 -2.8219
N 1.3414 -0.0620 -1.4960
C 4.1561 -0.4719 3.8959
C 5.4044 -0.9954 3.5657
C 6.3429 -1.1886 4.5680
N 6.1214 -0.9011 5.8452
C 4.9326 -0.4023 6.1629
C 3.9266 -0.1718 5.2369
H -3.5928 3.0603 2.3507
H -2.6547 2.1172 0.2237
H -0.4607 1.4591 4.4845
H 1.6473 0.6272 4.1922
H 4.2883 -0.9303 1.1813
H 4.3980 -1.3714 -1.0838
H 2.4682 -0.4664 -4.6027
H 0.4484 0.3046 -3.3218
H 5.6779 -1.2595 2.5550
H 7.3182 -1.5947 4.3284
H 4.7706 -0.1747 7.2096
H 2.9913 0.2349 5.5920
O -1.2877 -3.3804 -0.5533
S -1.2307 -3.0396 0.9649
O -0.5958 -4.1055 1.6401
O -0.6331 -1.7204 1.1242
C -2.9443 -3.0232 1.3999
C -3.3174 -3.8174 2.4659
C -4.6682 -3.9511 2.7886
C -5.6342 -3.3217 2.0308
C -5.2665 -2.5231 0.9488
C -3.9287 -2.3705 0.6420
S -3.5289 -1.2584 -0.6525
O -2.8456 -2.1025 -1.7686
O -4.6929 -0.6728 -1.1962
O -2.5060 -0.3766 -0.0972
H -2.5607 -4.3510 3.0236
H -4.9537 -4.5699 3.6281
H -6.6812 -3.4446 2.2700
H -6.0112 -2.0123 0.3544
F -1.3034 4.7934 -3.8115
C -1.1135 3.7406 -3.0239
C -1.9786 2.6668 -3.1220
C -1.7759 1.5616 -2.3003
C -0.7136 1.5798 -1.4124
C 0.1509 2.6596 -1.3155
C -0.0499 3.7594 -2.1326
H -2.7949 2.6940 -3.8310
H -2.4472 0.7189 -2.3915
H 0.9763 2.6611 -0.6136
H 0.6000 4.6227 -2.0889
C -1.9498 -4.2594 -3.1381
O -1.1096 -3.1307 -2.7915
C -1.3889 -2.4305 -1.7067
O -0.6331 -1.3819 -1.6006
H -1.3547 -4.8550 -3.8206
H -2.8502 -3.9016 -3.6303
H -2.1933 -4.8420 -2.2531
```

Computed properties:
LUMO energy (alpha / beta) = -7.561 / -7.389 eV
⟨S²⟩ = 0.83
2S+1 = 2
HOMO-LUMO gap (alpha / beta) = 6.80 / 6.98 eV
Charge = +2
Energy above the lowest of the compared OMol25 structures with the same formula, charge and spin = 41.88 kcal/mol

Löwdin charges in e: Mn 0.864; C -0.040; C -0.034; N 0.061; C -0.140; C -0.014; N 0.139; C -0.155; C 0.099; C -0.070; C 0.099; C -0.136; N 0.062; C -0.132; C -0.013; N 0.140; C -0.035; C -0.024; N 0.063; C -0.158; C 0.003; C -0.102; N 0.098; C -0.103; C 0.002; H 0.133; H 0.129; H 0.134; H 0.116; H 0.117; H 0.134; H 0.134; H 0.135; H 0.106; H 0.121; H 0.121; H 0.105; O -0.101; S 0.713; O -0.175; O -0.276; C -0.216; C -0.010; C -0.007; C -0.008; C -0.007; C -0.224; S 0.714; O -0.092; O -0.170; O -0.318; H 0.129; H 0.130; H 0.130; H 0.130; F 0.114; C -0.261; C 0.039; C -0.068; C -0.207; C -0.073; C 0.035; H 0.139; H 0.105; H 0.118; H 0.136; C 0.025; O 0.023; C -0.669; O -0.075; H 0.110; H 0.105; H 0.103


Question: Which of these has the highest charge?
Answer: C32H23FMnN6O8S2